This record from the OMol25 dataset describes an isolated molecule of C5H12O4. The level of theory is ωB97M-V/def2-TZVPD.

charge	0
ΔE to the lowest compared entry with this formula, charge and spin	516.8	kJ/mol
HOMO-LUMO gap	9.51	eV
DFT total energy	-498.4968	hartree
HOMO level	-0.3240	Ha
F_max	4.4	eV/A
E_LUMO	0.69	eV

Last column: natural (NBO) charge in e.
Positions of all 21 atoms, in Å:
O: -0.989 -0.669 1.205  -0.353
O: 1.139 0.531 1.472  -0.680
O: 1.186 1.010 -1.076  -0.773
O: -0.966 -0.363 2.596  -0.539
C: -0.797 -0.500 -1.642  -0.639
C: -1.067 1.614 -0.292  -0.658
C: -0.200 0.418 -0.597  0.223
C: 0.531 -0.251 0.535  0.565
C: 1.334 -1.515 0.312  -0.669
H: 0.704 1.415 1.438  0.493
H: 1.610 0.382 -1.674  0.462
H: -1.055 0.082 -2.525  0.228
H: 2.350 -1.255 0.022  0.231
H: -0.236 -0.308 3.226  0.479
H: -0.675 2.545 -0.692  0.239
H: -2.071 1.496 -0.693  0.232
H: -0.125 -1.297 -1.954  0.211
H: 1.361 -2.055 1.257  0.244
H: 0.927 -2.184 -0.439  0.224
H: -1.264 1.851 0.749  0.234
H: -1.697 -0.948 -1.227  0.246